Record 1
The following is a quantum chemistry calculation of a 2-piece molecular cluster, C3H7I overall in a non-equilibrium geometry, from the Open Molecules 2025 dataset.

Positions of all 11 atoms, in Å:
I  -0.254  0.497  2.876
H  0.021  -2.028  -2.080
C  -0.498  -1.504  -1.269
H  1.924  1.887  2.095
H  1.762  0.417  1.083
C  1.207  1.248  1.553
H  0.733  1.847  0.758
C  -1.292  -0.462  -1.519
H  -0.343  -1.866  -0.246
H  -1.448  -0.100  -2.542
H  -1.812  0.063  -0.709

Net charge   0
HOMO-LUMO gap   9.99 eV
E_LUMO   0.479 eV
Energy   -11324.079 eV
HOMO   -9.52 eV
F_max   0.02410 hartree/bohr
Relative energy (zero: lowest compared OMol25 entry of this formula, charge and spin)   50.86 kJ/mol

Atom charges from the Löwdin analysis, given in e for atoms 1 to 6:
1 I 0.646
2 H 0.047
3 C -0.089
4 H -0.003
5 H -0.002
6 C -0.638

---

Record 2
The following is a quantum chemistry calculation of a single CH5N molecule, from the Open Molecules 2025 dataset.

Positions of all 7 atoms, in Å:
H  -0.232  -1.200  -0.687
H  1.334  -0.520  -0.260
N  -0.292  0.263  0.799
C  0.285  -0.280  -0.423
H  0.272  0.428  -1.252
H  -1.278  0.071  0.875
H  -0.088  1.237  0.949

Net charge   0
HOMO-LUMO gap   10.31 eV
E_LUMO   1.297 eV
Energy   -2607.852 eV
HOMO   -9.02 eV
F_max   0.01023 hartree/bohr
Relative energy (zero: lowest compared OMol25 entry of this formula, charge and spin)   4.83 kJ/mol

Atom charges from the Löwdin analysis, given in e for atoms 1 to 6:
1 H 0.069
2 H 0.059
3 N -0.080
4 C -0.204
5 H 0.059
6 H 0.047

---

Record 3
The following is a quantum chemistry calculation of C32H28IN2O4ReSTe as an isolated structure, from the Open Molecules 2025 dataset.

Positions of all 70 atoms, in Å:
C  1.140  3.942  0.262
H  5.144  -4.288  -3.554
N  -0.410  -2.474  5.396
C  0.106  -0.972  2.384
N  0.812  -0.234  1.495
C  5.119  3.045  -1.001
C  3.141  -2.120  -1.930
H  -1.529  3.817  2.418
H  5.664  1.765  0.638
H  4.431  4.086  -2.750
C  -1.606  -4.682  -1.423
C  1.413  5.472  2.103
S  -1.161  2.463  0.022
C  3.268  -2.585  -0.624
H  -0.563  -1.724  1.977
O  -0.276  -2.343  -0.451
C  0.195  -0.769  3.745
H  4.206  -4.055  0.620
O  -1.948  -0.992  4.603
Te  2.046  -0.412  -2.412
C  4.621  -3.810  -2.738
H  -2.354  2.664  -1.999
C  -0.087  3.583  0.821
C  1.660  0.717  1.952
C  4.091  -3.675  -0.386
C  -0.577  4.129  2.003
H  -3.273  -4.463  -4.928
C  -2.853  -5.692  -3.205
C  -2.803  -4.507  -3.956
H  -2.117  -2.489  -4.016
C  -0.897  -2.366  -1.660
H  -2.319  4.166  -1.026
O  -0.798  -1.198  -2.193
C  3.343  1.065  -1.708
C  -1.727  3.333  -1.413
H  2.829  2.327  -3.390
H  -1.065  -2.894  6.039
H  5.414  -5.125  -1.248
C  4.331  3.203  -2.133
C  -2.159  -3.409  -3.449
H  3.680  -2.364  -4.013
H  1.149  0.403  5.270
C  4.769  -4.278  -1.441
H  2.850  5.193  0.525
C  -0.825  -1.440  4.644
H  2.491  1.725  3.628
C  1.064  0.211  4.207
H  2.003  6.230  2.603
H  4.104  -0.032  -0.008
Re  0.187  -0.464  -0.480
C  -1.550  -3.486  -2.174
H  -0.863  3.694  -1.969
H  2.734  -2.124  0.199
H  -1.141  -4.736  -0.448
H  5.835  3.812  -0.735
O  -0.151  1.406  -0.661
C  1.810  0.953  3.298
C  4.134  0.888  -0.578
H  -0.172  5.553  3.550
I  -3.810  -7.327  -3.973
C  5.023  1.892  -0.225
H  0.548  -2.777  5.419
C  1.893  4.890  0.929
C  -2.258  -5.774  -1.936
H  2.201  1.283  1.207
C  3.430  2.208  -2.496
H  1.500  3.498  -0.659
C  3.796  -2.722  -2.997
H  -2.315  -6.692  -1.370
C  0.189  5.097  2.638

2S+1   2
Net charge   +3
HOMO-LUMO gap (spin up / spin down)   5.00 / 5.05 eV
E_LUMO (spin up / spin down)   -10.347 / -10.297 eV
Energy   -73141.184 eV
HOMO (spin up / spin down)   -15.35 / -15.35 eV
F_max   0.01533 hartree/bohr
Relative energy (zero: lowest compared OMol25 entry of this formula, charge and spin)   0.00 kJ/mol

Atom charges from the Löwdin analysis, given in e for atoms 1 to 6:
1 C -0.067
2 H 0.128
3 N 0.216
4 C -0.032
5 N -0.127
6 C -0.036

---

Record 4
The following is a quantum chemistry calculation of FH2NdO as an isolated structure in a non-equilibrium geometry, from the Open Molecules 2025 dataset.

Positions of all 5 atoms, in Å:
Nd  -0.983  2.776  -0.194
O  -0.069  -1.402  0.479
H  0.638  -0.822  0.135
F  0.719  1.443  -0.179
H  -0.306  -1.994  -0.240

2S+1   5
Net charge   +1
HOMO-LUMO gap (spin up / spin down)   5.77 / 8.41 eV
E_LUMO (spin up / spin down)   -5.688 / -5.663 eV
Energy   -20064.298 eV
HOMO (spin up / spin down)   -11.45 / -14.07 eV
F_max   0.04180 hartree/bohr

Taken from the Löwdin analysis, the atomic charges in e are:
1 Nd 1.678
2 O -0.079
3 H 0.015
4 F -0.647
5 H 0.034